Here is C6H7N in the gas phase from OMol25. Energies are from the ωB97M-V functional and the def2-TZVPD basis.

Last column: natural (NBO) charge in e.
Geometry (Å):
C: 0.99 -0.05 0.35  -0.34
N: -1.04 -1.07 1.00  -0.38
H: 2.07 0.02 0.52  0.23
H: 0.98 -1.40 -1.52  0.24
H: -1.65 1.24 -1.19  0.23
H: 0.47 -0.99 2.38  0.19
H: -0.01 1.96 0.88  0.20
C: -1.00 -0.78 -0.43  -0.17
C: 0.12 -0.75 1.39  0.10
C: -0.81 0.64 -0.78  -0.16
C: 0.28 1.30 0.04  -0.40
C: 0.41 -0.69 -0.90  -0.17
H: 0.89 1.88 -0.66  0.22
H: -1.70 -1.31 -1.08  0.22

The value obtained for the total energy is -7822.0271 eV. The strongest force on any atom comes out at 1.38 eV Å⁻¹. The calculation puts the HOMO energy at -8.7468 eV. Its SMILES is C1=N[C@H]2[C@H]3C[C@@H]1[C@H]32. Its gap between HOMO and LUMO is 9.842 eV. Its relative energy (zero: lowest compared OMol25 entry of this formula, charge and spin) is 349.3 kJ/mol. Its net charge is 0.